Here is C26H34BrEuN3O5S as an isolated structure at a distorted geometry from OMol25. Energies are from the ωB97M-V functional and the def2-TZVPD basis.

Calculated values
**Strongest force on any atom**: 4.66 eV/Å
**E_HOMO (alpha / beta)**: -5.520 / -7.395 eV
**Energy above the lowest of the compared OMol25 structures with the same formula, charge and spin**: 48.7 kcal/mol
**E_tot**: -5234.1672 Ha
**LUMO energy (alpha / beta)**: 0.05 / 0.08 eV
**HOMO-LUMO gap (alpha / beta)**: 5.575 / 7.478 eV
**Multiplicity**: 8

Structure (XYZ):
```
71
C26H34BrEuN3O5S | OMol25 | the ωB97M-V functional and the def2-TZVPD basis
Eu -0.1651 -1.9598 -0.2783
C -1.5498 4.4260 3.6770
C -0.0740 4.4097 3.2497
C 0.8375 4.2286 4.4700
C 0.2531 5.7499 2.5858
C 0.1373 3.2348 2.3101
C -0.0963 1.9449 2.7745
C 0.0481 0.9033 1.8906
Br -0.2975 -0.9812 2.4200
C 0.4123 1.0265 0.5477
O 0.4989 -0.0511 -0.2088
C 0.6818 2.3426 0.0945
C 0.5359 3.3907 0.9851
C 1.0967 2.5519 -1.3570
C -0.0781 2.1083 -2.2412
C 2.3285 1.6889 -1.6676
C 1.4476 4.0091 -1.6764
H -1.7393 5.2591 4.3500
H -1.8221 3.5044 4.1840
H -2.1892 4.5364 2.8031
H 0.7545 5.0852 5.1328
H 1.8734 4.1358 4.1502
H 0.5738 3.3376 5.0317
H 0.0851 6.5542 3.2967
H -0.3882 5.9263 1.7258
H 1.2935 5.7920 2.2716
H -0.3661 1.7401 3.7961
H 0.7370 4.3811 0.6250
H -0.3825 1.1008 -1.9569
H 0.2149 2.1124 -3.2891
H -0.9233 2.7802 -2.1113
H 2.1023 0.6326 -1.5365
H 3.1514 1.9498 -1.0064
H 2.6402 1.8479 -2.6966
H 0.5961 4.6683 -1.5320
H 1.7574 4.0893 -2.7160
H 2.2698 4.3574 -1.0572
C 2.7870 -1.8442 -5.3892
C 1.6270 -1.6324 -4.4966
C 0.3055 -1.3332 -4.7807
C -0.3532 -1.3123 -3.5465
N 0.5142 -1.5739 -2.5652
N 1.7089 -1.7579 -3.1601
C -1.7906 -1.0709 -3.2306
H 2.6521 -1.3002 -6.3181
H 2.8792 -2.9026 -5.6307
H 3.7088 -1.5195 -4.9144
H -0.1251 -1.1479 -5.7435
H 2.5211 -2.0363 -2.6205
H -2.0799 -0.0523 -3.4885
H -1.9778 -1.2237 -2.1479
H -2.4234 -1.7494 -3.8010
O -2.5266 -2.2138 0.3062
C -2.0873 -3.3674 0.4580
N -1.2688 -3.9094 -0.4527
S -0.1356 -4.7405 0.3817
O 0.8611 -3.6917 0.6616
O 0.3683 -5.9073 -0.2642
C -1.1299 -5.0452 1.8168
C -1.0014 -5.9583 2.8334
C -2.0560 -6.0412 3.7389
C -3.1611 -5.2102 3.6201
C -3.2662 -4.2694 2.6024
C -2.2368 -4.2105 1.6791
H -0.1194 -6.5748 2.9024
H -2.0287 -6.7750 4.5287
H -3.9579 -5.3093 4.3392
H -4.1386 -3.6436 2.4951
O 0.7319 -4.1439 -2.2822
H 1.0344 -4.9542 -1.8504
H -0.0908 -4.3919 -2.7213
```

---

Here is C26H34ClO2Sr as an isolated structure at a distorted geometry from OMol25. Energies are from the ωB97M-V functional and the def2-TZVPD basis.

Calculated values
**Strongest force on any atom**: 2.94 eV/Å
**E_HOMO (alpha / beta)**: -1.447 / -1.446 eV
**Energy above the lowest of the compared OMol25 structures with the same formula, charge and spin**: 0.0 kcal/mol
**E_tot**: -1652.3063 Ha
**Charge**: -1
**LUMO energy (alpha / beta)**: 1.04 / 1.04 eV
**HOMO-LUMO gap (alpha / beta)**: 2.486 / 2.486 eV

Structure (XYZ):
```
64
C26H34ClO2Sr | OMol25 | the ωB97M-V functional and the def2-TZVPD basis
O -1.9742 -0.5302 -2.1849
C -2.8057 0.2966 -3.1441
C -3.8107 -0.8654 -3.2465
H -2.2696 0.4627 -4.0955
H -3.1647 1.2592 -2.7359
C -2.7390 -1.7457 -2.6086
H -4.1870 -1.0698 -4.2680
H -4.7147 -0.8344 -2.5979
C -1.8446 -2.4647 -3.6345
H -1.6178 -1.7609 -4.4772
H -2.4053 -3.3729 -3.9554
H -0.8304 -2.7254 -3.2812
C -3.1858 -2.5589 -1.3625
H -3.8342 -1.9577 -0.7113
H -2.3467 -2.9371 -0.7856
H -3.7726 -3.4341 -1.7362
Sr 0.1038 0.8596 -2.2890
C -1.2191 0.8559 1.5379
C -1.0114 2.2501 1.3866
C -1.8413 2.7076 0.3288
H -0.3525 2.9051 1.9607
C -2.5294 1.5824 -0.1973
C -2.1380 0.4377 0.5458
H -2.5592 -0.5502 0.3997
H -0.7788 0.2205 2.2968
H -2.0020 3.7338 -0.0153
H -3.3075 1.6638 -0.9555
C 1.6982 -1.1040 0.3619
C 0.6093 -1.9814 0.1746
C 0.5559 -2.3517 -1.1827
H -0.0888 -2.3317 0.9357
C 1.5901 -1.6251 -1.8796
C 2.3050 -0.8520 -0.8984
H 3.1673 -0.2046 -1.1006
H 2.0607 -0.6635 1.2827
H -0.0654 -3.1384 -1.6264
H 1.8424 -1.6750 -2.9478
O -1.0045 0.9300 -5.9417
C -2.1717 0.5282 -6.7468
C -2.2617 1.4273 -8.0275
H -3.1054 0.7449 -6.1745
H -2.1390 -0.5625 -6.9472
C -1.4249 2.6516 -7.6399
H -3.3229 1.7068 -8.1917
H -1.9536 0.8344 -8.9295
C -0.7484 2.3102 -6.3260
H -2.0803 3.4819 -7.4993
H -0.7305 2.8846 -8.4371
H -1.2143 2.8848 -5.4819
H 0.3411 2.5644 -6.3247
Cl 1.6947 1.0425 3.7357
C 3.1768 1.8713 3.5176
C 4.0405 2.0070 4.5894
C 5.3174 2.5720 4.4396
C 5.6833 3.0916 3.2106
C 4.8301 3.0407 2.1157
C 3.5365 2.3560 2.2070
C 2.7793 2.0692 1.0627
H 3.7126 1.6349 5.5513
H 6.0047 2.5735 5.2921
H 6.6960 3.4946 3.1074
H 5.1829 3.3600 1.1402
H 3.1417 2.4751 0.1074
H 1.8345 1.4705 1.0482
```

---

Here is C26H34CoN2S6 as an isolated structure from OMol25. Energies are from the ωB97M-V functional and the def2-TZVPD basis.

Calculated values
**Strongest force on any atom**: 0.05 eV/Å
**E_HOMO**: -16.032 eV
**Energy above the lowest of the compared OMol25 structures with the same formula, charge and spin**: 0.0 kcal/mol
**E_tot**: -4891.6957 Ha
**Charge**: +3
**LUMO energy**: -9.65 eV
**HOMO-LUMO gap**: 6.383 eV

Structure (XYZ):
```
69
C26H34CoN2S6 | OMol25 | the ωB97M-V functional and the def2-TZVPD basis
Co 1.5573 -0.7849 2.1409
C -0.2204 -2.7392 3.9842
C -0.2599 -1.3540 4.6238
S 1.4012 -0.6730 4.3697
C 1.4197 1.1229 4.6147
C 2.7251 1.5986 3.9811
S 2.9064 1.0176 2.2364
C 4.5977 0.2740 2.2170
C 4.6140 -1.0942 1.5413
S 3.3663 -2.0695 2.4243
C 2.8839 -3.5360 1.4740
C 1.5824 -4.0146 2.1137
S 0.3204 -2.6690 2.2192
H -1.2100 -3.1928 4.0006
H 0.4686 -3.3925 4.5187
H -0.4406 -1.4505 5.6948
H -1.0182 -0.7069 4.1875
H 1.4325 1.3323 5.6847
H 0.5420 1.5844 4.1670
H 3.5858 1.2371 4.5425
H 2.7593 2.6866 3.9610
H 4.9401 0.1999 3.2488
H 5.2483 0.9666 1.6857
H 5.5894 -1.5604 1.6837
H 4.3881 -1.0443 0.4784
H 3.6532 -4.2999 1.5904
H 2.7716 -3.2967 0.4183
H 1.7572 -4.3865 3.1226
H 1.1449 -4.8168 1.5219
S -0.2921 0.4774 1.8648
C -0.5158 0.6612 0.1858
N -1.6033 1.1733 -0.3056
C -1.7877 1.2219 -1.7698
C -0.4760 1.5280 -2.4312
N 0.5632 0.5895 -1.9678
C 1.5700 0.1951 -2.9898
C 0.9069 -0.5717 -4.1028
C 0.3115 -1.8031 -3.8366
C -0.3070 -2.5081 -4.8556
C -0.3259 -1.9884 -6.1454
C 0.2708 -0.7663 -6.4139
C 0.8838 -0.0532 -5.3913
C 0.5670 0.1832 -0.7372
S 1.7380 -0.8877 -0.1060
C -2.7251 1.5865 0.6095
C -3.8355 2.3036 -0.0893
C -4.9506 1.6015 -0.5356
C -5.9692 2.2688 -1.2006
C -5.8727 3.6357 -1.4212
C -4.7640 4.3420 -0.9703
C -3.7478 3.6780 -0.3013
H -2.5123 2.0011 -1.9911
H -2.1993 0.2648 -2.0995
H -0.1362 2.5446 -2.2183
H -0.5674 1.4038 -3.5087
H 2.3425 -0.3858 -2.4935
H 2.0128 1.1226 -3.3574
H 0.3455 -2.2222 -2.8348
H -0.7625 -3.4680 -4.6535
H -0.8006 -2.5437 -6.9428
H 0.2644 -0.3674 -7.4190
H 1.3577 0.8981 -5.6060
H -2.2701 2.2164 1.3759
H -3.0761 0.6680 1.0885
H -5.0347 0.5360 -0.3511
H -6.8417 1.7252 -1.5364
H -6.6704 4.1563 -1.9334
H -4.7018 5.4103 -1.1262
H -2.8941 4.2345 0.0714
```

---

Here is a 7-piece molecular cluster, C26H34F6NO21PS overall from OMol25. Energies are from the ωB97M-V functional and the def2-TZVPD basis.

Calculated values
**Strongest force on any atom**: 0.93 eV/Å
**E_HOMO**: -9.166 eV
**Energy above the lowest of the compared OMol25 structures with the same formula, charge and spin**: 0.0 kcal/mol
**E_tot**: -3984.8564 Ha
**LUMO energy**: 0.19 eV
**HOMO-LUMO gap**: 9.361 eV

Structure (XYZ):
```
90
C26H34F6NO21PS | OMol25 | the ωB97M-V functional and the def2-TZVPD basis
C 3.2939 -1.2357 4.0824
C 1.9932 -1.6494 3.3673
C 1.8071 -0.9410 2.0192
C 0.3911 -1.1449 1.4737
C 2.9452 -1.3069 1.0171
N 3.6353 -2.5759 1.2868
C 3.1672 -3.5011 0.3009
O 2.9023 -4.6559 0.5005
C 3.0002 -2.7334 -1.0058
C 2.5052 -1.3711 -0.4979
P 3.3150 -0.0288 -1.3992
O 2.6925 1.3400 -0.8279
O 2.7139 -0.0166 -2.8812
S 5.2461 -0.0704 -1.3194
H 3.1719 -1.2235 5.1635
H 4.1001 -1.9309 3.8292
H 3.5909 -0.2547 3.7026
H 1.9441 -2.7331 3.2470
H 1.1568 -1.3210 3.9942
H 1.9279 0.1290 2.2377
H -0.3211 -1.0306 2.2972
H 0.2391 -2.1402 1.0453
H 0.1334 -0.3755 0.7442
H 3.6785 -0.4965 1.0847
H 4.6393 -2.4506 1.2056
H 4.0165 -2.6955 -1.4128
H 2.3226 -3.2839 -1.6578
H 1.4356 -1.2707 -0.6878
H 3.2036 1.6218 -0.0557
H 2.3402 -0.8678 -3.1399
O -2.0746 2.4405 1.5614
C -1.5808 2.3451 0.4860
O -1.0542 3.3609 -0.2233
C -0.4733 2.8249 -1.4236
C -1.2164 1.5187 -1.5693
F -0.4411 0.5479 -2.1212
O -1.5096 1.1823 -0.2227
H 0.5912 2.6408 -1.2721
H -0.6522 3.4834 -2.2644
H -2.1492 1.5815 -2.1306
O -1.9803 3.8894 -3.8745
C -1.6078 3.5791 -4.9579
O -1.2419 2.3254 -5.2901
C -1.0666 2.2713 -6.7084
C -0.7926 3.7224 -7.0481
F -1.2859 4.0803 -8.2523
O -1.5141 4.4036 -6.0278
H -1.9945 1.9263 -7.1658
H -0.2546 1.5994 -6.9700
H 0.2579 4.0129 -6.9987
O -4.4330 1.1270 -3.0251
C -4.9134 1.4801 -1.9971
O -5.3567 2.7263 -1.7370
C -5.9605 2.7282 -0.4374
C -5.3048 1.5273 0.2153
F -6.1359 0.8897 1.0701
O -5.0490 0.6899 -0.9033
H -7.0358 2.5749 -0.5368
H -5.7644 3.6667 0.0717
H -4.3630 1.7368 0.7268
O 2.1146 -3.4877 6.1531
C 1.2632 -4.2838 5.9559
O 0.8114 -5.1837 6.8640
C -0.3110 -5.8678 6.3030
C -0.0858 -5.6752 4.8170
F -1.2470 -5.5694 4.1291
O 0.5993 -4.4406 4.7766
H -1.2334 -5.3781 6.6184
H -0.3185 -6.9077 6.6157
H 0.5323 -6.4407 4.3450
O -3.4077 -0.8469 -8.9566
C -3.9119 -0.7554 -7.8906
O -3.9327 0.3739 -7.1396
C -4.7480 0.1383 -5.9811
C -4.7056 -1.3713 -5.8770
F -5.8588 -1.8909 -5.4001
O -4.5378 -1.7647 -7.2287
H -5.7630 0.4863 -6.1755
H -4.3435 0.6514 -5.1122
H -3.8748 -1.7625 -5.2876
O 2.5435 2.3406 3.9064
C 3.2934 2.5018 4.8088
O 4.0657 1.5375 5.3588
C 4.9502 2.1500 6.3002
C 4.2109 3.4281 6.6379
F 5.0490 4.4586 6.8994
O 3.5033 3.6898 5.4413
H 5.9045 2.3678 5.8185
H 5.1085 1.4954 7.1521
H 3.4993 3.3387 7.4604
```

---

Here is a 3-piece molecular cluster, C26H34FINO8P overall at a distorted geometry from OMol25. Energies are from the ωB97M-V functional and the def2-TZVPD basis.

Calculated values
**Strongest force on any atom**: 1.07 eV/Å
**E_HOMO**: -8.208 eV
**E_tot**: -2406.5856 Ha
**LUMO energy**: -1.39 eV
**HOMO-LUMO gap**: 6.814 eV

Structure (XYZ):
```
72
C26H34FINO8P | OMol25 | the ωB97M-V functional and the def2-TZVPD basis
C 3.1285 -2.9232 3.2243
C 3.9034 -2.0878 2.5398
C 3.9145 -2.0436 1.0356
N 2.9630 -0.9748 0.6640
C 1.6304 -1.5199 0.4434
C 0.5374 -0.4494 0.2101
C 0.2358 -0.2073 -1.2890
C 1.4754 -0.0943 -2.1549
O 2.1373 0.8718 -2.2896
I 2.0016 -1.8929 -3.2591
O -0.6422 -0.7447 0.9747
C -1.5705 -1.7116 0.5230
O -2.1387 -2.2290 1.6928
O -1.0123 -2.7747 -0.1496
C -2.6542 -1.0515 -0.3913
F -2.6042 -1.6426 -1.6566
C -4.0802 -1.1505 0.1028
C -4.4111 -0.1523 1.2129
P 1.1728 1.1919 0.8801
C 1.2264 0.8658 2.6841
C -0.2572 2.3433 0.6382
C -0.4399 3.3319 1.7930
H 2.8865 -3.8985 2.8147
H 2.7245 -2.6456 4.1900
H 4.5699 -1.3825 3.0262
H 4.8889 -1.7638 0.6358
H 3.6146 -3.0087 0.6076
H 3.3123 -0.5587 -0.1926
H 1.6295 -2.2053 -0.4125
H 1.3323 -2.0743 1.3349
H -0.3811 -1.0021 -1.7030
H -0.2995 0.7341 -1.4344
H -2.0651 -1.5481 2.3730
H -0.6899 -3.3949 0.5176
H -2.4174 0.0047 -0.5305
H -4.6974 -0.8669 -0.7544
H -4.3533 -2.1713 0.3665
H -4.0787 0.8436 0.9089
H -3.9626 -0.4044 2.1713
H -5.4914 -0.0745 1.3217
H 1.6880 -0.1151 2.8058
H 1.8842 1.5914 3.1602
H 0.2483 0.8423 3.1624
H -0.0011 2.9294 -0.2482
H -1.1987 1.8369 0.4044
H 0.4092 4.0123 1.8623
H -0.5342 2.8325 2.7558
H -1.3452 3.9218 1.6489
O -5.6463 -3.8010 -6.4358
C -5.6762 -2.8624 -5.6698
C -4.5742 -2.6097 -4.7085
C -4.6111 -1.5785 -3.8681
C -5.7598 -0.6402 -3.8595
O -5.7961 0.2979 -3.0892
C -6.8646 -0.8879 -4.8199
C -6.8247 -1.9180 -5.6599
H -3.7484 -3.3096 -4.7338
H -3.8232 -1.3733 -3.1582
H -7.6902 -0.1881 -4.7915
H -7.6152 -2.1232 -6.3706
O 7.9055 3.0026 0.5756
C 6.8200 3.2903 1.0319
C 6.6652 4.4170 1.9898
C 5.4771 4.7340 2.4960
C 4.2567 3.9742 2.1222
O 3.1725 4.2629 2.5866
C 4.4070 2.8505 1.1659
C 5.5976 2.5360 0.6617
H 7.5707 4.9531 2.2445
H 5.3383 5.5483 3.1961
H 3.4957 2.3138 0.9128
H 5.7356 1.7221 -0.0395
```

---

Here is C26H34GdN5P2 as an isolated structure at a distorted geometry from OMol25. Energies are from the ωB97M-V functional and the def2-TZVPD basis.

Calculated values
**Strongest force on any atom**: 3.46 eV/Å
**E_HOMO (alpha / beta)**: -12.870 / -12.577 eV
**Energy above the lowest of the compared OMol25 structures with the same formula, charge and spin**: 0.0 kcal/mol
**E_tot**: -2732.7509 Ha
**Charge**: +2
**LUMO energy (alpha / beta)**: -6.09 / -7.94 eV
**HOMO-LUMO gap (alpha / beta)**: 6.779 / 4.636 eV
**Multiplicity**: 8

Structure (XYZ):
```
68
C26H34GdN5P2 | OMol25 | the ωB97M-V functional and the def2-TZVPD basis
Gd 0.6531 0.0994 -0.3903
C -4.4944 -4.6406 1.9307
C -3.6400 -3.4440 1.6139
C -4.1219 -2.3504 0.8876
C -3.3319 -1.2386 0.6131
C -2.0018 -1.1765 0.9970
N -1.2734 0.0209 0.8657
C -1.7288 1.1206 1.5670
C -1.8999 1.0675 2.9435
C -2.4931 2.0877 3.6482
C -3.0044 3.2625 3.0050
C -3.6604 4.3502 3.8036
C -2.7958 3.3457 1.6185
C -2.1008 2.3544 0.9586
N -1.5901 2.7148 -0.2997
C -1.7102 3.9481 -0.9137
C -0.6943 4.1284 -1.8018
C 0.1164 2.9872 -1.6354
N -0.4133 2.0879 -0.7885
C -1.4614 -2.4113 1.4898
C -2.3101 -3.4491 1.9257
N -0.1022 -2.8002 1.2643
C 0.4640 -3.9663 1.6923
C 1.6738 -4.1120 1.0506
C 1.7750 -2.9876 0.2157
N 0.7141 -2.1812 0.3495
H -5.2941 -4.7240 1.1977
H -4.9891 -4.5678 2.9192
H -3.8554 -5.5543 1.9499
H -5.1818 -2.3239 0.6486
H -3.7309 -0.3719 0.1037
H -1.6997 0.1156 3.4075
H -2.5706 2.0317 4.7520
H -4.4720 4.0187 4.4813
H -4.1069 5.1197 3.1614
H -2.8850 4.8850 4.4043
H -3.0807 4.2373 1.0619
H -2.5316 4.6411 -0.6667
H -0.5854 4.9641 -2.4816
H 1.1117 2.8257 -1.9907
H -1.8830 -4.2913 2.4200
H -0.0228 -4.6063 2.3941
H 2.3516 -4.9065 1.1746
H 2.5631 -2.8125 -0.5446
C 4.4280 2.0374 0.0546
P 3.6615 0.5753 -0.7383
C 4.5530 -0.8489 0.0146
C 4.4382 0.6542 -2.3674
C 3.8006 -0.3048 -3.3674
P 1.9722 -0.3337 -3.0708
C 1.5690 -1.8429 -4.0316
C 1.4542 0.9702 -4.2476
H 5.5424 1.9117 0.0476
H 4.1861 2.0682 1.1204
H 4.1336 2.9851 -0.4105
H 5.5891 -0.5814 0.3098
H 4.5821 -1.6865 -0.6972
H 4.0055 -1.1916 0.9243
H 5.4854 0.4327 -2.1403
H 4.3292 1.6971 -2.6712
H 4.1993 -1.3397 -3.2297
H 4.0299 0.0538 -4.3978
H 1.8018 -1.6774 -5.0990
H 0.5058 -2.0359 -3.9173
H 2.1079 -2.6968 -3.6453
H 1.8728 0.7855 -5.2567
H 1.6816 1.9632 -3.8206
H 0.3653 0.9075 -4.3662
```